(1)
DFT (ωB97M-V/def2-TZVPD) results for a cluster of 2 separate species, C5H13NO2 in total.

Summary:
Frontier orbital gap: 10.2 eV
SMILES: CCC(=O)N(C)C.O
Multiplicity: 1
Max |F|: 2.4 eV Å⁻¹

The geometry in XYZ format:
```
21
Properties=species:S:1:pos:R:3:lowdin_charge:R:1
O 2.8233 -2.4368 0.1070 -0.0805
O 0.2874 -1.3926 0.4629 0.0298
N -1.2108 0.1646 -0.1337 -0.1361
C 1.9313 1.2140 -0.2739 -0.0804
C 0.0187 -0.1923 0.3592 -0.4649
C -2.1875 1.1102 0.4625 -0.0453
C 0.8928 0.9044 0.7918 -0.1782
C -1.9380 -0.8686 -0.9668 -0.0197
H 2.6653 0.3980 -0.3002 0.0741
H 1.3407 1.2516 -1.2209 0.0911
H 2.8468 -3.0926 -0.5840 0.0172
H -1.8667 -0.5693 -1.9954 0.0781
H -2.9464 1.3812 -0.2731 0.0814
H -1.6746 1.9523 0.9748 0.0872
H 2.5081 2.1450 -0.1146 0.0825
H 1.9051 -2.1412 0.2533 -0.0160
H 1.4998 0.6426 1.6614 0.1263
H -2.8258 0.5182 1.1322 0.0870
H -2.9712 -0.9552 -0.6133 0.0825
H 0.3030 1.7838 1.0740 0.0990
H -1.4010 -1.8173 -0.8031 0.0847
```

=====

(2)
DFT (ωB97M-V/def2-TZVPD) results for a cluster of 4 separate species, C7H12N3O2 in total.

Summary:
Charge: -1
Frontier orbital gap (alpha / beta): 7.2 / 7.1 eV
Multiplicity: 1
Max |F|: 3.6 eV Å⁻¹

The geometry in XYZ format:
```
24
Properties=species:S:1:pos:R:3:lowdin_charge:R:1
O 2.8920 0.7261 -1.9864 -0.2307
O 3.2583 2.1716 -0.4141 -0.1553
N -0.4655 -2.8231 -2.4508 0.0274
N 2.7015 1.1434 -0.7669 -0.3196
N 1.3010 1.1117 2.2268 -0.0650
C -3.3622 1.6543 1.7189 -0.0649
C 1.6709 -1.7416 -1.8692 -0.1987
C 1.1140 -1.6694 -0.5132 0.0185
C 0.5846 -2.1744 -2.8564 -0.1001
C -3.4540 2.9310 2.0437 -0.0933
C -0.7888 -2.7922 -1.1687 -0.1841
C -0.1538 -1.8951 -0.2326 -0.1966
H -0.6467 -1.5987 0.7238 0.0912
H -2.9729 1.1260 2.6014 0.0570
H -3.2209 3.1978 3.0534 0.0323
H 0.7522 -1.9217 -3.8312 0.0656
H -1.2983 -3.6395 -0.6670 0.0973
H -3.5709 1.1980 0.7855 0.0376
H -3.6568 3.7735 1.4287 0.0293
H 2.4802 -2.3514 -1.8620 0.0716
H 2.2523 -0.7640 -1.9094 0.0683
H 0.9497 2.1442 2.3159 0.0255
H 2.2962 1.3106 2.4658 -0.0108
H 1.3379 0.8830 1.1638 -0.0026
```

=====

(3)
DFT (ωB97M-V/def2-TZVPD) results for a structure of composition C34H24AuIO3S5SbSe.

Summary:
Charge: -1
Frontier orbital gap (alpha / beta): 4.2 / 4.2 eV
Multiplicity: 1
Max |F|: 1.4 eV Å⁻¹

The geometry in XYZ format:
```
70
Properties=species:S:1:pos:R:3:lowdin_charge:R:1
Au 0.8174 2.6887 0.0295 0.1685
I 0.0690 -7.7025 -0.7755 0.7871
Sb -1.1244 0.2257 -1.1852 1.3201
Se 1.1954 1.0930 2.4023 0.9470
S 1.2335 5.2421 -0.7514 0.4802
S -1.5247 2.2534 -0.1488 0.0497
S 3.7311 6.7801 -0.3717 0.9282
S 5.4019 4.4078 -0.0079 0.9224
S 3.1971 2.4804 -0.3070 0.5362
O 1.6081 -1.5331 2.0588 -0.0698
O 6.3258 6.8704 0.0712 -0.0785
O 0.7607 -0.6709 0.1969 -0.2600
C -3.9852 0.4656 -2.2466 -0.1401
C 1.0108 1.6407 4.2294 -0.5874
C -2.4210 -1.8439 2.4310 -0.0644
C -0.0697 -4.6800 -1.0326 -0.1534
C 0.9886 -3.0507 0.3888 -0.1028
C -1.9122 -0.9417 1.5147 -0.1325
C -2.0555 -1.1815 0.1626 -0.3372
C -3.5003 0.0940 -4.9443 -0.0936
C 3.6880 4.1121 -0.2768 -1.1786
C -5.0346 0.5084 -3.1468 -0.0886
C -3.2808 -3.1817 0.6357 -0.0867
C 1.6083 -0.6011 -2.5810 -0.1069
C 2.7098 -0.3464 -3.3826 -0.0751
C -2.6890 0.2420 -2.6860 -0.3450
C 1.8198 2.7368 6.2124 -0.0966
C 1.5953 -4.0853 1.0937 -0.0104
C 0.6650 1.5129 -3.2265 -0.1660
C 5.3621 6.1742 -0.0711 -1.0577
C 1.1450 -1.6306 0.9241 -0.6587
C -0.2269 1.4849 6.2920 -0.0982
C -2.7511 -2.2900 -0.2838 -0.1390
C 0.5206 -5.6876 -0.2975 -0.7116
C 1.7712 1.7662 -4.0203 -0.0817
C 0.7224 2.2745 6.9228 -0.1011
C -3.1002 -2.9665 1.9915 -0.0841
C 2.8968 5.2240 -0.4502 -1.2226
C 1.9691 2.4179 4.8756 -0.1233
C 2.7955 0.8366 -4.0968 -0.0858
C -0.0854 1.1739 4.9547 -0.1311
C -2.4511 0.0576 -4.0389 -0.1218
C 0.1901 -3.3633 -0.7021 -0.0487
C 0.5913 0.3308 -2.5065 -0.3379
C 1.3811 -5.4063 0.7474 -0.1478
C -4.7908 0.3202 -4.4977 -0.0988
H 1.5720 -1.5106 -2.0004 0.0822
H -1.3834 -0.0589 1.8468 0.0410
H -3.3121 -0.0539 -5.9997 0.0996
H -6.0422 0.6896 -2.7983 0.1007
H 1.8682 -6.2008 1.2937 0.0904
H -0.8162 0.5552 4.4544 0.0842
H 1.8295 2.6967 -4.5665 0.1076
H -5.6088 0.3492 -5.2022 0.0968
H -0.2550 -2.5827 -1.3031 0.0806
H 2.2289 -3.8356 1.9308 0.1182
H -4.1653 0.6252 -1.1898 0.0950
H -1.4408 -0.1093 -4.3959 0.0924
H -3.4889 -3.6772 2.7061 0.0991
H -1.0746 1.1101 6.8519 0.0983
H 3.6543 1.0356 -4.7202 0.1010
H -3.8281 -4.0496 0.2928 0.1016
H 2.5649 3.3423 6.7125 0.0991
H 2.8301 2.7666 4.3249 0.0994
H 3.5062 -1.0778 -3.4367 0.1050
H -2.2738 -1.6709 3.4865 0.1022
H 0.6107 2.5213 7.9693 0.0948
H -0.7344 -4.9065 -1.8528 0.0925
H -2.8800 -2.4620 -1.3452 0.1044
H -0.1298 2.2497 -3.1567 0.0977
```

=====

(4)
DFT (ωB97M-V/def2-TZVPD) results for a cluster of 2 separate species, C8H5F3N2O2 in total.

Summary:
Frontier orbital gap: 8.7 eV
SMILES: O=C=C1C=CC=C[C@@H]1C(F)(F)F.N#[N+][O-]
Multiplicity: 1
Max |F|: 7.8 eV Å⁻¹

The geometry in XYZ format:
```
20
Properties=species:S:1:pos:R:3:lowdin_charge:R:1
F -1.0435 -3.2116 -1.2356 0.1897
F -0.9586 -1.3874 -2.4261 0.1786
F -2.3810 -1.6065 -0.8905 0.1230
O -2.1915 3.3389 2.4838 0.0873
O -0.9435 1.1264 2.2957 0.1935
N -0.8498 4.0172 4.1755 0.2344
N -1.5190 3.6808 3.3623 -0.3245
C 2.0968 -0.8683 -1.1272 -0.0481
C 1.6101 0.4660 -1.4174 -0.1258
C 1.2880 -1.7435 -0.4873 -0.0201
C -1.1098 -1.9149 -1.2331 -0.6260
C -0.5548 0.6813 1.3052 -0.0904
C -0.1618 0.1635 0.1767 -0.1637
C -0.1012 -1.3210 -0.1277 -0.1437
C 0.5517 0.9083 -0.8702 -0.0915
H 0.0891 1.9985 -0.9770 0.1650
H 3.1448 -0.9786 -1.2952 0.0993
H 2.1174 1.2064 -2.0692 0.1263
H -0.5695 -1.7885 0.6989 0.1371
H 1.4860 -2.7671 -0.3415 0.0996
```

=====

Across the entries above, relative energy (zero: lowest compared OMol25 entry of this formula, charge and spin) takes the values 1.2742, 7.9770, 0.0000, 1.7443 eV, respectively.
Across the entries above, E takes the values -10980.605, -16012.037, -179644.509, -23600.578 eV, respectively.